Record 1
22
Properties=species:S:1:pos:R:3:forces:R:3 method="wB97M-V/def2-TZVPD" spin_multiplicity=2 relative_energy_kj_mol=26.2 e_tot_ev=-17094.9074 orbital_gap_ev="9.64 / 8.04"
C -1.6115 1.4324 0.4531 1.19 1.49 1.45
C -0.5426 2.2111 0.1026 -1.49 -0.82 -0.25
C 0.8611 1.7560 0.1631 0.92 0.59 -0.43
O 1.8114 2.4910 -0.0201 -0.58 -0.33 0.13
H -2.5786 1.9195 0.5950 0.07 -0.30 -0.61
H -1.4357 0.5765 1.1102 -0.06 -0.18 -0.73
H -0.6839 3.1985 -0.3389 0.10 -0.23 0.22
O 0.9812 0.4480 0.3754 -0.51 -0.51 0.11
C 2.2889 -0.1284 0.2680 0.57 0.14 0.01
H 2.9571 0.3368 1.0054 -0.14 -0.11 -0.22
H 2.6773 0.0862 -0.7395 -0.07 0.03 0.27
C 2.1680 -1.6024 0.4882 0.13 -0.35 0.21
H 1.4722 -2.1298 -0.1712 0.16 0.13 0.23
C 2.8761 -2.2743 1.3966 -0.40 0.21 -0.04
H 2.7394 -3.3475 1.5398 0.15 0.31 -0.14
H 3.5646 -1.7635 2.0745 -0.17 -0.14 -0.24
C -2.3765 -0.0336 -1.5345 0.21 -0.16 -0.98
H -2.7279 0.7838 -2.1603 0.09 -0.12 0.43
H -1.4177 -0.5170 -1.7113 -0.25 0.24 0.33
N -3.3973 -0.9111 -1.0930 -0.32 -0.23 0.44
O -3.0701 -2.0199 -0.6861 0.27 0.11 -0.07
O -4.5553 -0.5123 -1.1167 0.11 0.26 -0.11

***

Record 2
23
Properties=species:S:1:pos:R:3:forces:R:3 method="wB97M-V/def2-TZVPD" charge=-1 relative_energy_kj_mol=396.7 e_tot_ev=-27932.8917 orbital_gap_ev=6.75
C -3.5474 -0.3922 -0.0242 0.94 -0.62 0.78
C -3.1259 -1.2926 0.8653 -0.77 0.75 -1.27
C -1.6442 -1.2208 -0.6957 2.52 -0.54 -1.69
C 1.8568 -0.8328 -0.6237 2.45 1.15 0.71
C 2.1318 0.5037 -1.3953 0.26 0.39 1.33
C 1.7229 -0.2522 0.8631 3.02 -0.59 -1.41
C 1.4864 1.6249 -0.5288 0.35 0.22 1.04
N 1.0733 1.0105 0.7340 -1.72 -0.13 1.19
O -0.8462 -0.1038 2.1626 0.43 1.17 0.03
O -1.3842 1.8755 0.6688 -0.07 0.79 0.48
O -2.5557 -0.3119 -0.9938 -2.01 -0.58 -0.33
O -2.0021 -1.8844 0.3951 -0.17 -0.09 -0.14
S -0.7161 0.5837 0.8483 0.82 -0.59 -0.38
H -4.4313 0.1718 -0.1272 -0.44 0.70 0.06
H -3.4213 -1.6145 1.7970 -0.96 -0.45 1.63
H 0.8610 -1.2612 -0.6837 0.08 -0.18 -1.39
H 2.7606 -1.5163 -0.9181 -1.89 0.64 1.12
H 3.2375 0.8463 -1.5692 -1.88 -1.37 0.24
H 1.5822 0.5171 -2.2645 -0.68 -0.19 -2.63
H 1.3628 -1.0369 1.5046 -0.80 0.39 0.52
H 2.6861 0.0715 1.2319 0.99 -0.65 0.26
H 2.3589 2.3383 -0.4809 -1.15 0.04 0.92
H 0.5542 2.1763 -0.7654 0.68 -0.23 -1.08

***

Record 3
19
Properties=species:S:1:pos:R:3:forces:R:3 method="wB97M-V/def2-TZVPD" charge=+1 relative_energy_kj_mol=151.4 e_tot_ev=-19736.2741 orbital_gap_ev=7.51
C -2.9644 -1.2186 -0.3749 -0.31 1.39 0.25
C -1.9098 -1.3254 0.4974 1.37 1.64 -0.98
C -3.1705 0.1030 -0.7385 0.33 -0.10 -1.30
C -1.1694 -0.0852 0.6676 -2.04 -1.96 -0.34
C 2.2329 0.9348 -1.0880 0.60 -0.58 -1.13
C 3.0294 0.7517 0.2120 -3.53 -0.64 -3.27
C -0.0377 0.0427 1.4304 -1.04 2.12 -0.26
N 1.7889 -0.0333 -0.1063 -0.69 -0.10 1.56
S -2.0613 1.2093 -0.1581 0.59 -0.40 0.54
H -3.6325 -1.8868 -0.8559 -0.15 -1.23 0.33
H -1.5220 -2.2041 0.9174 0.29 -1.17 0.55
H -3.8135 0.3130 -1.5943 -0.14 0.54 0.63
H 1.7024 1.8903 -1.2495 -0.11 -0.80 0.39
H 2.5230 0.4460 -2.0776 0.16 0.92 1.57
H 3.9447 0.3292 0.1245 2.56 -1.41 0.08
H 2.8288 1.4851 0.9068 -0.05 1.33 1.56
H -0.0388 1.0526 1.8693 1.40 -0.34 -0.33
H 0.4472 -0.7502 1.9412 0.22 -0.60 0.22
H 1.8227 -1.0539 -0.3237 0.54 1.39 -0.06

***

Record 4
19
Properties=species:S:1:pos:R:3:forces:R:3 method="wB97M-V/def2-TZVPD" charge=+1 relative_energy_kj_mol=115.4 e_tot_ev=-19736.6470 orbital_gap_ev=7.32
C 2.6679 -0.9944 -0.1541 1.38 2.42 0.88
C 1.6085 1.0778 0.5508 1.10 0.43 1.45
C 1.3346 -1.0112 -0.1289 -0.64 -1.92 -0.15
C -2.4356 2.3505 0.1532 0.09 -1.74 1.51
C -2.1432 1.0850 0.5537 0.42 2.26 -2.02
C 0.5699 -2.2144 -0.5723 -1.31 0.38 0.41
C -1.4510 0.1752 -0.2407 2.70 -0.91 -0.84
N 0.7454 0.1018 0.3334 -0.97 2.29 -0.19
S 3.2728 0.5468 0.3793 -2.07 0.01 -0.21
H 3.4402 -1.6601 -0.3759 0.44 -1.43 -0.61
H 1.4498 2.0846 1.0582 -0.30 -1.54 -1.06
H -3.0945 2.8648 0.7744 -1.06 0.95 1.10
H -2.0802 2.9563 -0.6056 0.86 0.34 -2.06
H -2.4726 0.8102 1.5024 -0.71 -0.85 1.25
H 1.2776 -2.7155 -1.1957 -0.23 -0.94 -0.57
H 0.1762 -2.8541 0.2314 0.74 0.08 0.09
H -0.3816 -1.9617 -1.0805 0.96 -0.11 -0.45
H -1.4887 -0.8346 0.0914 -0.21 -0.65 0.29
H -0.9955 0.1931 -1.2745 -1.20 0.93 1.17

***

Record 5
18
Properties=species:S:1:pos:R:3:forces:R:3 method="wB97M-V/def2-TZVPD" relative_energy_kj_mol=773.6 e_tot_ev=-9460.5428 orbital_gap_ev=10.02
C 1.0087 1.3964 1.2861 -0.93 -0.67 2.02
C 1.1340 1.7098 -0.2366 0.04 -2.34 1.97
C 0.7415 0.1452 -0.2162 -2.53 5.95 -5.58
C -0.0128 -0.7395 -1.0762 1.71 -0.62 -3.30
C -1.4339 -0.4848 -1.0533 1.32 5.77 5.34
C -1.0910 -0.8557 0.4933 -2.57 -0.96 2.80
C -0.2089 0.3370 0.8164 -2.07 3.44 2.62
H 1.9304 0.7673 1.3269 -0.63 0.86 1.73
H 0.7406 2.0539 2.1725 0.80 -0.39 -1.40
H 0.3971 2.4238 -0.5964 0.14 -0.33 -0.37
H 2.1717 1.8461 -0.4423 0.48 0.79 -0.79
H 1.3072 -0.4978 0.2402 5.00 -2.72 1.88
H 0.4207 -0.8811 -2.0666 0.34 -1.35 0.15
H -1.7529 0.5728 -1.0639 -0.53 -0.85 -1.17
H -1.8787 -1.2842 -1.3443 -3.84 -4.36 -2.69
H -1.9225 -1.2081 1.2958 2.06 0.37 -2.05
H -1.0479 0.9935 0.5760 0.82 1.73 -0.02
O -0.1488 -1.7295 -0.0224 0.42 -4.31 -1.15

***

Record 6
18
Properties=species:S:1:pos:R:3:forces:R:3 method="wB97M-V/def2-TZVPD" relative_energy_kj_mol=613.8 e_tot_ev=-9462.1985 orbital_gap_ev="6.49 / 7.55"
C -1.3519 -0.3559 1.4284 0.17 -0.51 0.28
C -1.0435 -1.3140 0.5749 0.43 -0.48 -0.77
C 0.6824 1.6313 -0.8986 1.23 -0.89 1.01
C -0.0163 -0.3603 0.9155 0.79 0.33 -0.92
C -1.1428 -2.5524 -0.3103 -0.45 2.14 -0.42
C 0.0214 2.9097 -1.3701 1.97 -0.67 -0.77
C 1.4419 -0.5680 1.2264 0.43 0.29 -0.71
O 1.8314 1.3487 -1.1104 -0.78 0.38 -0.05
H -2.0442 0.0992 2.1100 -0.18 0.01 0.02
H -0.0951 -2.8640 -0.4785 -0.83 -0.26 -0.10
H -1.6498 -2.2303 -1.2831 0.95 -0.39 1.08
H -1.8015 -3.2884 0.1176 0.10 -0.49 0.24
H -0.4324 2.4751 -2.2578 -0.24 0.82 -0.56
H 0.7194 3.7760 -1.4934 -0.36 -0.92 -0.43
H -0.7075 3.1865 -0.6992 -1.89 0.52 1.40
H 1.9866 -0.3728 0.2771 -0.26 0.85 0.41
H 1.7474 -1.6499 1.2247 -0.61 0.60 1.22
H 1.8545 0.1293 2.0269 -0.46 -1.32 -0.93

***

Record 7
18
Properties=species:S:1:pos:R:3:forces:R:3 method="wB97M-V/def2-TZVPD" relative_energy_kj_mol=887.7 e_tot_ev=-9459.3598 orbital_gap_ev=9.52
C 0.6181 -0.6500 1.4341 -1.05 -1.87 2.20
C 1.6917 -0.2504 0.3573 0.92 0.34 1.34
C 0.9383 -0.0798 -1.0360 0.12 -2.09 0.56
C -0.2283 0.7062 -1.0138 -0.58 5.27 0.35
C -1.2196 -0.1409 -0.1294 0.08 -0.71 -3.27
C -2.0759 -0.2311 1.1480 -0.97 0.95 -1.71
C -0.6536 0.0823 1.2217 1.49 -1.90 -1.28
H 0.3956 -1.8182 1.4479 0.63 2.38 0.36
H 0.8242 -0.1487 2.4750 1.00 -2.04 -1.46
H 1.9289 0.7350 0.9898 0.75 -1.57 -2.64
H 2.5029 -1.1128 0.4253 -1.28 2.35 -0.40
H 0.5028 -0.9722 -1.6108 1.48 -0.62 2.47
H -0.1475 1.9877 -0.9938 -0.40 -3.93 1.19
H -1.1290 -1.2099 -0.6202 -0.13 1.98 1.71
H -2.3915 -1.2622 0.9008 -0.81 0.78 1.87
H -2.5580 0.7096 1.4880 -1.03 -1.59 -0.23
H -0.5293 1.1040 1.4814 0.02 1.05 -0.17
O 0.7721 0.6713 -2.2343 -0.24 1.20 -0.90

***

Record 8
18
Properties=species:S:1:pos:R:3:forces:R:3 method="wB97M-V/def2-TZVPD" relative_energy_kj_mol=286.8 e_tot_ev=-9465.5878 orbital_gap_ev=9.93
C 1.0286 -0.4590 -0.2343 0.70 -0.23 1.52
C 0.7410 0.8966 -0.7581 0.44 0.92 2.56
C -0.6743 0.9753 -0.2041 -1.57 -0.98 -3.16
C -0.5625 0.6885 1.2596 -2.41 4.92 0.62
C 0.2575 -0.5129 1.0820 1.28 -2.82 0.57
C -0.2558 -1.2860 -0.3006 2.12 2.72 1.75
C -1.3403 -0.4110 -0.7997 -0.90 0.68 0.25
H 2.8260 -1.5117 0.0815 -1.03 -0.21 0.23
H 1.4317 1.6559 -0.2183 -1.05 -1.09 -1.15
H 0.7115 0.9938 -1.7999 0.42 0.20 -1.60
H -1.1072 1.8550 -0.6300 -0.94 0.67 0.51
H -0.3973 1.9004 1.6619 1.17 -3.63 -0.31
H -1.5840 0.6266 1.7078 0.72 -0.86 -0.29
H 0.6404 -1.1557 1.9291 -0.49 0.78 -1.19
H -0.1994 -2.3112 -0.3352 -0.13 -2.19 0.07
H -2.2851 -0.6799 -0.2707 0.53 0.51 -0.08
H -1.6349 -0.5307 -1.8742 0.86 0.60 0.62
O 2.4041 -0.7340 -0.2966 0.29 0.02 -0.91